# 1
DFT (ωB97M-V/def2-TZVPD) results for C49H44NO4P2S4Tb as an isolated structure at a distorted geometry.

XYZ file:
```
105
Properties=species:S:1:pos:R:3
C 4.439 1.375 0.164
C -0.319 -0.971 2.747
H -3.102 3.119 1.325
C -1.811 -2.274 4.730
H -0.862 -0.898 6.092
H 5.440 -0.388 6.206
C 1.114 3.836 2.039
C 4.953 0.915 -1.059
C 6.048 3.170 0.175
H -4.880 1.771 -2.032
C 4.940 2.552 0.764
C -0.986 -5.109 -0.510
H 1.393 4.887 2.168
H -1.635 -4.711 -1.291
C 6.045 1.574 -1.621
O 0.197 -0.199 1.669
H 0.384 0.208 4.388
H 0.732 -6.735 2.538
S 1.744 1.338 -2.916
H 3.315 1.967 3.331
C -2.708 2.173 -6.901
C -0.922 0.698 -5.874
C -1.580 1.955 -5.930
H -5.789 -4.979 0.757
H -1.480 3.994 -5.255
C 0.246 -6.981 0.431
H 4.484 2.965 1.672
C 0.534 1.142 1.941
H 5.780 -2.178 4.382
C -0.955 -1.249 5.070
N -1.589 0.867 -0.576
H -3.410 -4.659 1.384
C -2.370 1.665 -0.883
H -1.322 -0.058 -6.496
S 1.932 -2.682 -0.911
C -0.827 -4.373 0.669
O 0.973 1.734 -1.709
H -2.486 -2.717 5.462
C 0.324 -6.282 1.643
H 2.624 3.409 0.561
C -5.298 -1.844 -0.481
C -5.314 -4.021 0.538
H 4.453 0.098 -1.607
C -3.913 2.947 0.599
H -7.066 -3.078 -0.339
C 0.075 2.823 -4.371
H 0.688 -7.972 0.350
H -1.539 4.017 -0.376
H -2.613 1.494 -7.735
H -0.645 3.990 3.323
H 4.402 1.704 5.531
C -0.392 1.992 2.512
C -1.048 3.009 -5.173
C -2.383 4.108 -1.052
H -3.685 2.056 -6.438
C -0.021 3.324 2.725
C -4.322 2.704 -1.962
C 4.741 -1.063 2.875
C 6.564 2.742 -1.051
H -2.932 5.032 -0.877
C -1.062 -2.087 2.398
H -4.638 3.757 0.670
H -2.476 -3.540 3.124
C 0.182 0.475 -5.094
Tb 0.532 -0.304 -0.851
H -1.380 1.651 2.879
H 0.465 3.628 -3.799
H -3.387 -0.820 -0.485
C -3.303 2.853 -0.806
H 4.840 -1.804 2.061
H 0.116 -4.442 2.645
C -0.106 -4.986 1.735
C -3.928 -3.881 0.792
O 1.898 -0.129 -2.757
H 0.639 -0.527 -5.053
C -1.835 -2.735 3.392
C 5.242 -1.269 4.166
C 4.440 0.881 4.846
S -0.739 -2.237 -2.336
C 0.835 -3.006 -2.180
C 5.056 -0.305 5.200
H -3.752 2.804 -2.884
O 2.883 2.197 -3.052
H 7.241 3.329 -1.639
C 3.920 1.111 3.573
C 1.887 2.998 1.246
S 1.330 -4.121 -3.315
C -6.009 -3.025 -0.129
P -1.370 -2.634 0.657
C -3.920 -1.709 -0.232
H -0.695 -6.985 -1.500
C -0.447 -6.388 -0.637
P 3.174 0.430 1.010
H -1.990 4.004 -2.087
H -2.629 3.202 -7.287
H -5.009 3.597 -1.978
H 6.389 4.071 0.636
C -3.207 -2.748 0.410
C 0.647 1.550 -4.311
C -0.217 -0.601 4.092
H 6.550 1.090 -2.458
H -4.465 2.019 0.863
C 1.747 1.579 1.403
H -5.827 -0.996 -0.861
C 4.018 0.120 2.596
```

Properties
Highest occupied orbital energy (spin up / spin down) in Ha: -0.2188 / -0.2193
Relative energy (zero: lowest compared OMol25 entry of this formula, charge and spin) in eV: 1.843
Gap between HOMO and LUMO (spin up / spin down) in eV: 5.534 / 5.741
F_max in eV/A: 2.84
Multiplicity: 7



# 2
DFT (ωB97M-V/def2-TZVPD) results for C49H45BrN3O2PSTl as an isolated structure at a distorted geometry.

XYZ file:
```
103
Properties=species:S:1:pos:R:3
C 1.691 -1.541 -2.474
H 0.989 0.624 4.294
C -0.161 -2.075 1.618
O 2.036 -3.529 2.850
C 0.657 -5.377 3.321
H -2.393 -3.559 1.831
C 3.302 0.821 1.123
C 0.090 2.401 3.445
H 0.984 7.562 5.861
C 4.076 2.911 2.075
C -0.314 2.553 -2.107
H 2.358 -1.082 0.819
C 0.388 5.442 2.716
H 0.657 -1.604 -2.153
H 4.216 1.635 -1.664
H -5.274 -1.656 2.041
H -3.120 -4.154 -6.192
H -0.440 4.144 -5.111
C -3.145 -4.064 -5.114
H 0.647 -2.168 0.855
H 0.312 8.656 3.753
C 3.328 -0.681 1.116
C 4.309 -1.332 -3.290
C -4.547 -1.290 -1.224
C -3.221 -2.808 -4.529
C -5.828 -1.257 -1.760
H -3.257 -3.743 -1.260
H -3.253 -1.913 -5.137
H 3.339 4.712 1.166
C 0.809 6.966 4.976
H -7.568 -1.575 1.124
H -0.652 -7.027 3.655
Tl -1.038 0.403 0.081
C 1.231 2.998 -4.399
H 4.680 3.429 2.810
C -6.718 -1.503 0.457
C -6.916 -1.363 -0.910
H 2.011 3.502 -0.529
Br -1.729 2.806 2.941
H -1.599 -1.927 -1.156
C -4.334 -1.426 0.134
H 2.055 -2.716 2.331
C 0.899 3.341 3.940
H 4.668 0.972 2.761
H 1.533 -5.856 3.739
C 0.242 6.816 2.650
H -3.108 -5.972 -2.314
C 3.808 -0.351 -2.435
C 0.721 4.804 3.910
H 5.417 1.016 -2.805
C 0.419 0.977 3.433
C 0.437 7.582 3.791
H 2.670 1.707 -3.506
C -1.091 2.529 -0.864
H -5.965 -1.150 -2.830
H -2.110 2.889 -0.947
H 3.599 -1.072 2.097
C 1.702 2.175 -3.393
N -1.763 -1.059 -1.669
N 0.069 0.148 2.522
H 3.963 -3.130 -4.395
H -3.335 -1.469 0.550
H -3.028 -6.175 -4.777
C 0.956 1.953 -2.234
C 2.573 2.951 0.216
H 5.364 0.397 -1.163
H -0.022 7.286 1.712
C 4.743 0.745 -1.992
C -0.817 3.284 -3.190
H -7.919 -1.334 -1.316
C -3.138 -5.085 -2.933
H 5.336 -1.250 -3.624
C 0.791 -4.095 2.803
C -1.546 -4.086 2.251
C -0.317 -3.439 2.265
C 2.218 -2.506 -3.310
C -3.255 -2.711 -3.148
H 1.607 -3.339 -3.634
C 2.468 -0.462 -2.036
O -1.298 -1.621 1.037
C 0.959 5.589 5.037
C 4.061 1.524 2.052
C 3.535 -2.393 -3.727
H -1.810 3.709 -3.113
H 1.852 3.210 -5.258
H 0.300 4.852 1.819
H -0.575 2.982 -0.029
C 3.325 3.630 1.160
C -0.047 3.535 -4.308
C -1.677 -5.371 2.746
C -3.095 -5.198 -4.318
H 1.247 5.115 5.967
C -0.569 -6.015 3.281
S -3.188 -1.073 -2.400
H 4.061 -1.058 0.399
H -2.637 -5.869 2.714
N 0.354 -1.138 2.655
H 0.529 -1.505 3.582
C -3.219 -3.837 -2.339
C -5.434 -1.539 0.977
H 1.824 2.984 4.387
P 1.497 0.705 -1.023
C 2.556 1.557 0.188
```

Properties
Highest occupied orbital energy in Ha: -0.3813
Gap between HOMO and LUMO in eV: 7.413
Total charge: +1
F_max in eV/A: 1.47
Multiplicity: 1